Entry 1:
Formula: C30H55BBrFN4O4P
Source: OMol25
Level of theory: the ωB97M-V functional and the def2-TZVPD basis

Calculated values
total charge: +1
HOMO: -0.421 hartree
E_LUMO: -2.70 eV
DFT total energy: -128873.808 eV

Each line ends with the Löwdin charge.
Atoms and positions in Å:
C -0.077 -3.936 2.874  -0.108
C -0.230 -4.403 1.429  -0.258
C 1.083 -4.639 0.677  -0.209
C 2.092 -3.480 0.764  -0.205
C 2.594 -3.002 -0.604  -0.203
C 3.177 -1.581 -0.582  -0.209
C 2.763 -0.765 -1.811  -0.186
C 1.357 -0.161 -1.616  -0.178
C 1.312 1.364 -1.768  -0.093
C 0.115 2.108 -1.144  -0.307
C 0.447 3.617 -1.201  -0.062
C -0.457 4.532 -0.429  -0.254
O -0.041 5.354 0.318  0.112
N 0.010 1.752 0.300  0.208
C -1.233 1.314 0.524  -0.362
N -1.529 0.504 1.514  -0.204
N -0.432 0.177 2.344  -0.018
C 0.004 1.255 3.262  -0.190
C -0.387 1.098 4.731  -0.250
C -1.512 2.032 5.213  -0.118
P -3.216 -0.172 1.622  0.623
O -2.813 -1.642 1.067  -0.370
Br -3.237 -0.665 3.767  0.460
N -2.156 1.755 -0.420  0.167
C -1.322 1.774 -1.682  -0.300
O -1.341 0.454 -2.152  -0.071
C -2.514 0.137 -2.926  -0.123
C -2.819 -1.370 -2.864  -0.290
C -4.242 -1.564 -2.335  -0.062
C -2.555 -2.061 -4.238  -0.383
C -1.312 -2.956 -4.119  -0.069
C -3.708 -2.904 -4.774  -0.079
B -1.849 2.803 -2.815  -0.487
C -3.108 3.713 -2.662  0.021
O -1.150 2.834 -3.978  0.195
H 0.376 -2.946 2.948  0.046
H -1.054 -3.881 3.357  0.068
H 0.540 -4.637 3.440  0.083
H -0.843 -3.692 0.863  0.084
H -0.783 -5.344 1.448  0.109
H 1.543 -5.563 1.030  0.112
H 0.840 -4.810 -0.376  0.103
H 2.945 -3.786 1.373  0.119
H 1.615 -2.617 1.236  0.084
H 3.316 -3.703 -1.026  0.121
H 1.724 -2.995 -1.273  0.102
H 4.267 -1.616 -0.526  0.112
H 2.821 -1.084 0.326  0.096
H 3.508 0.011 -2.005  0.109
H 2.760 -1.421 -2.683  0.113
H 1.035 -0.419 -0.602  0.098
H 0.671 -0.616 -2.317  0.091
H 2.205 1.761 -1.273  0.129
H 1.414 1.659 -2.816  0.136
H 0.561 3.969 -2.228  0.142
H 1.421 3.728 -0.716  0.137
H -1.546 4.447 -0.567  0.110
H 0.753 1.154 0.652  0.145
H -0.682 -0.658 2.862  0.061
H -0.364 2.207 2.881  0.116
H 1.093 1.306 3.191  0.102
H -0.646 0.059 4.951  0.075
H 0.503 1.302 5.325  0.091
H -2.100 2.406 4.371  0.059
H -2.225 1.497 5.842  0.056
H -1.117 2.872 5.777  0.075
H -2.038 -1.642 0.488  0.050
H -2.589 2.638 -0.172  0.131
H -3.377 0.711 -2.577  0.129
H -2.318 0.435 -3.961  0.127
H -2.104 -1.816 -2.165  0.124
H -4.456 -2.599 -2.080  0.087
H -4.380 -0.982 -1.423  0.062
H -4.972 -1.189 -3.053  0.089
H -2.319 -1.309 -4.995  0.126
H -1.534 -3.811 -3.474  0.088
H -0.451 -2.411 -3.728  0.065
H -1.047 -3.368 -5.094  0.083
H -3.972 -3.705 -4.081  0.084
H -4.601 -2.321 -5.000  0.079
H -3.392 -3.385 -5.701  0.084
H -2.834 4.752 -2.468  0.081
H -3.801 3.373 -1.890  0.069
H -3.653 3.705 -3.609  0.088
H -0.431 2.193 -4.019  0.113
F 2.800 1.941 4.968  0.036
C 3.829 2.176 4.115  -0.292
C 4.632 1.119 3.743  -0.019
C 5.675 1.366 2.861  -0.080
C 5.896 2.648 2.376  -0.091
C 5.069 3.690 2.771  -0.078
C 4.019 3.460 3.649  -0.016
H 4.446 0.131 4.142  0.118
H 6.320 0.552 2.557  0.107
H 6.715 2.834 1.695  0.104
H 5.244 4.691 2.401  0.108
H 3.362 4.256 3.972  0.120

Entry 2:
Formula: C30H55BIrO2P2
Source: OMol25
Level of theory: the ωB97M-V functional and the def2-TZVPD basis

Calculated values
multiplicity: 6
total charge: +2
energy relative to the best compared isomer or geometry (same formula, charge and spin): 0.0 kJ/mol
HOMO (spin up / spin down): -0.440 / -0.509 hartree
E_LUMO (spin up / spin down): -5.02 / -8.35 eV
DFT total energy: -58168.250 eV

Each line ends with the Mulliken spin population.
Atoms and positions in Å:
Ir -0.187 -0.660 -0.967  1.161
C 2.700 1.591 -2.464  0.192
C 1.538 2.094 -3.155  0.250
C 0.969 1.777 -0.903  0.784
C 2.405 1.487 -1.106  -0.015
C 0.526 2.305 -2.237  0.199
C 3.959 1.189 -3.112  0.014
H 3.753 0.765 -4.107  0.003
H 4.475 0.430 -2.507  0.003
H 4.678 2.011 -3.254  0.014
C 3.390 1.228 -0.048  0.049
H 3.826 0.230 -0.137  0.016
H 2.962 1.319 0.954  -0.023
H 4.210 1.962 -0.111  0.016
C 0.712 2.763 0.166  0.103
H 1.085 3.766 -0.125  0.034
H 1.214 2.501 1.099  0.009
H -0.362 2.850 0.348  -0.032
C -0.592 3.248 -2.411  -0.022
H -0.230 4.287 -2.464  0.029
H -1.313 3.196 -1.596  -0.009
H -1.141 3.048 -3.332  0.015
C 1.509 2.492 -4.580  -0.016
H 2.109 3.384 -4.829  0.011
H 0.472 2.692 -4.884  -0.002
H 1.877 1.665 -5.198  0.011
C -0.941 -3.809 -0.459  0.163
C -0.059 -3.533 -1.599  0.694
C -0.483 -3.622 -3.017  0.065
C -1.214 -2.333 -3.527  0.096
C -1.259 -1.167 -2.517  0.189
C -2.019 -1.449 -1.284  -0.098
C -2.963 -2.703 -1.268  0.032
C -2.403 -4.045 -0.809  0.026
H -1.052 -4.567 -3.188  0.019
H -2.195 -2.637 -3.888  -0.007
H 0.413 -3.752 -3.649  0.018
H -2.436 -4.849 -1.565  0.005
H -0.483 -4.640 0.084  0.037
H 0.951 -3.908 -1.434  -0.091
H -2.907 -4.422 0.121  -0.004
H -3.847 -2.510 -0.629  -0.003
H -2.738 -0.702 -1.032  -0.060
H -3.357 -2.837 -2.277  0.002
H -0.642 -1.976 -4.392  -0.004
H -1.348 -0.201 -2.980  0.025
P -0.659 -2.219 0.516  0.038
P -2.234 0.867 0.437  0.219
C -1.978 -1.797 1.744  0.036
C -2.899 -0.571 1.445  -0.003
H -1.489 -1.636 2.704  0.015
H -2.630 -2.671 1.836  -0.003
H -3.813 -0.915 0.924  0.007
H -3.229 -0.116 2.401  -0.002
C -2.576 2.416 1.272  0.040
H -2.345 3.248 0.597  -0.001
H -1.979 2.481 2.182  -0.021
H -3.648 2.412 1.498  0.017
C -3.290 1.296 -1.073  0.073
H -4.207 0.684 -1.106  0.001
H -2.728 1.161 -2.012  -0.009
H -3.565 2.357 -0.983  0.000
C 0.956 -2.753 1.021  0.041
H 1.631 -2.677 0.165  -0.009
H 0.905 -3.792 1.360  0.004
H 1.369 -2.150 1.829  0.000
C 1.428 -1.127 -2.045  0.216
H 1.592 -0.494 -2.964  0.032
H 1.302 -2.150 -2.434  0.032
H 2.364 -1.095 -1.498  0.022
C -0.941 0.278 4.454  -0.003
C 0.111 1.023 3.664  0.008
C 0.177 2.407 4.332  -0.001
O -0.356 1.102 2.274  0.004
B 0.404 0.255 1.351  0.296
O 1.559 -0.100 2.077  0.002
C 1.526 0.349 3.485  0.041
C 2.695 1.286 3.701  0.002
C 1.722 -0.882 4.374  0.003
H -0.627 0.192 5.500  0.000
H -1.132 -0.711 4.048  -0.002
H -1.884 0.843 4.434  0.000
H -0.823 2.877 4.395  0.000
H 0.517 2.256 5.378  0.000
H 0.867 3.124 3.845  0.000
H 2.752 1.537 4.767  -0.001
H 3.629 0.782 3.419  0.001
H 2.595 2.204 3.117  0.001
H 0.925 -1.650 4.261  0.001
H 2.701 -1.352 4.147  0.000
H 1.744 -0.533 5.431  0.000